The following is a quantum chemistry calculation of a gas-phase ion, C3H5N4OS (charge -1), from the Open Molecules 2025 dataset.

```
14
C3H5N4OS, DFT ωB97M-V/def2-TZVPD
C 1.069 -0.054 -0.191
C -1.638 0.848 -0.768
C -0.769 -0.003 0.168
N 3.132 0.150 -0.628
N 1.883 0.161 -1.222
N 1.753 -0.331 0.942
N 2.985 -0.059 0.630
O -0.822 0.411 1.553
S -1.333 -1.749 -0.012
H -1.889 1.892 -0.517
H -1.139 0.907 -1.842
H -2.583 0.214 -0.860
H -0.313 -0.187 2.105
H -0.336 -2.201 0.642
```

Output
LUMO energy   0.117 hartree
Gap between HOMO and LUMO   8.128 eV
Total charge   -1
Energy relative to the best compared isomer or geometry (same formula, charge and spin)   33.30 kcal/mol